Record 1
100
Properties=species:S:1:pos:R:3:forces:R:3:mulliken_charge:R:1 method="wB97M-V/def2-TZVPD" charge=-2 lumo_energy_ev="3.9 / 3.9" fmax_ev_per_a=3.945 orbital_gap_ev="2.00 / 2.00" multiplicity=3 s2=2.00 e_tot_ev=-72302.9010
C 0.42371 0.15208 -6.61138 0.2 -1.0 -1.1 3.631
C 0.18136 -0.55734 -5.26814 0.6 0.1 0.0 -1.377
C -0.03149 1.61513 -6.44506 -0.1 0.0 -0.1 -1.899
C -0.79083 1.71537 -5.07510 0.0 0.1 0.5 0.596
H -0.69299 1.86960 -7.28351 0.3 0.0 0.2 0.260
H 0.82804 2.29788 -6.49086 -0.3 -0.2 0.3 0.402
C -1.03589 0.14773 -4.70574 -0.2 0.0 -0.6 0.907
H 1.06269 -0.41509 -4.61362 -0.4 -0.1 -0.3 -0.184
H 0.03099 -1.62879 -5.47052 0.1 0.2 0.4 0.727
C -1.53704 -0.52211 -3.39686 -0.1 0.0 0.6 -1.456
H -1.85762 -0.07944 -5.41621 -0.1 -0.3 0.1 0.119
H -1.79379 2.14274 -5.27220 0.0 -0.4 0.0 0.389
C -0.12436 2.66120 -4.18154 -0.3 -0.5 -0.3 0.378
C 1.86242 0.00278 -7.07394 0.9 0.7 2.3 -0.680
C -0.34292 -0.50501 -7.77163 -1.1 1.3 -0.3 -0.423
O -0.77552 0.11522 -8.72939 0.3 -0.8 0.7 -0.676
O 2.83231 0.13825 -6.33360 -1.1 -0.3 -1.5 -0.639
O 1.96422 -0.29300 -8.37766 0.8 -0.1 -0.3 -0.272
O -0.51457 -1.83082 -7.65449 0.0 -0.1 -0.4 -0.232
C -1.10908 -2.40414 -8.82091 0.2 0.0 0.2 -0.842
H -1.04470 -3.47691 -8.69028 -0.1 -0.2 0.1 0.245
H -0.54414 -2.08827 -9.69526 -0.1 0.0 -0.1 0.323
H -2.14467 -2.08098 -8.91886 0.0 0.0 0.0 0.305
C 3.31185 -0.43658 -8.82268 0.1 0.0 -0.1 -0.776
H 3.88060 0.47530 -8.62014 -0.1 -0.2 0.0 0.285
H 3.24876 -0.61247 -9.89287 0.0 0.0 0.0 0.241
H 3.79472 -1.28397 -8.32331 -0.1 0.2 -0.1 0.313
O -0.96107 -0.31287 -2.14020 0.1 1.1 -1.2 0.389
H -1.43527 -1.61060 -3.58379 -0.2 0.1 -0.2 0.317
H -2.62178 -0.33714 -3.31636 0.1 0.1 -0.1 0.132
C -0.96889 3.45774 -3.27204 -0.1 -0.2 -0.1 -1.495
C 1.33064 2.61563 -3.97624 0.2 0.1 0.0 -0.756
H 1.81069 3.53261 -4.35351 0.7 0.3 0.1 0.127
H 1.82739 1.77471 -4.48776 -0.1 0.2 0.2 0.021
H 1.59755 2.55674 -2.90292 0.3 -0.1 0.2 0.000
H -0.45157 3.70500 -2.33362 0.0 0.0 0.2 0.261
H -1.90218 2.92609 -3.01780 0.0 0.1 0.2 0.305
H -1.26925 4.41073 -3.73089 -0.3 0.6 0.2 0.219
Pr -0.24702 -0.21038 -0.14541 0.0 -0.2 -0.4 0.240
C -2.54274 -0.89527 1.20292 -0.4 -0.6 -0.2 0.615
C -3.35607 -0.48242 0.10571 0.2 -0.6 0.3 -0.597
C -3.34034 -1.51849 -0.86555 0.2 -0.5 0.8 -0.715
H -3.95373 0.43598 0.06333 0.4 -0.4 0.0 0.401
C -2.48604 -2.55886 -0.40571 -0.5 0.7 0.3 -0.562
C -1.98673 -2.18763 0.88582 -0.5 0.6 -0.2 -1.143
H -1.37104 -2.80350 1.54613 -0.2 0.2 -0.2 0.431
H -2.35490 -0.31457 2.10518 0.0 -0.4 -0.5 -0.041
H -3.92718 -1.53760 -1.77912 0.3 0.1 0.1 0.543
H -2.30041 -3.50085 -0.92145 0.1 0.3 0.1 0.393
C 2.69334 -0.18466 -0.57674 -0.1 -0.6 0.2 -1.310
C 2.36565 -1.20652 0.36931 0.1 -0.2 -0.5 -0.306
C 1.64432 -2.23506 -0.32531 0.5 0.5 -0.2 -0.997
H 2.69508 -1.25773 1.40862 -0.2 0.1 -0.3 0.736
C 1.54369 -1.84263 -1.69741 0.7 0.2 0.5 -0.136
C 2.19116 -0.58007 -1.84649 0.1 -0.7 0.3 0.002
H 2.39583 -0.07546 -2.79138 -0.4 0.0 0.4 0.426
H 3.33925 0.67979 -0.39361 -0.5 -0.3 0.0 0.429
H 1.30508 -3.17714 0.10904 0.0 0.3 -0.2 0.370
H 1.11897 -2.44144 -2.50251 -0.1 0.3 0.3 0.448
C -0.01996 0.35352 6.08238 0.2 -0.3 0.3 -2.047
C 0.21203 -0.00766 4.60400 -0.1 0.6 0.5 2.527
C 1.62548 -0.58363 4.44840 0.0 -0.3 0.0 -2.016
C -0.77123 -1.12230 4.23165 0.0 -0.1 -0.2 -1.751
P -0.01079 1.45241 3.41461 -0.3 -1.4 -3.7 -0.486
N -0.18668 0.91929 1.92484 0.5 0.9 2.0 0.461
C -1.53029 2.46614 3.91404 0.5 0.3 0.6 2.291
C -1.29129 3.35622 5.14642 -0.5 0.2 0.1 -2.017
C -1.93392 3.34212 2.71468 -0.1 -0.1 -0.1 -1.775
C -2.72184 1.55286 4.22658 -0.2 0.0 -0.1 -1.979
C 1.52666 2.55799 3.54484 -0.1 0.0 0.8 2.568
C 2.00170 2.77122 4.99510 0.3 0.5 -0.1 -2.124
C 2.66661 1.93247 2.73006 0.0 0.0 -0.2 -1.705
C 1.22875 3.92537 2.90894 0.2 0.1 -0.1 -2.042
H 0.18776 -0.55756 6.66614 -0.1 0.2 0.1 0.556
H -1.05216 0.65141 6.30184 0.3 -0.1 -0.1 0.284
H 0.65562 1.13305 6.45399 -0.2 -0.2 -0.1 0.251
H 1.65792 -1.52758 5.01240 0.0 0.1 -0.1 0.631
H 1.85171 -0.80762 3.39651 -0.1 0.1 0.3 0.095
H 2.40736 0.06077 4.86300 -0.2 -0.2 -0.1 0.298
H -1.81882 -0.82312 4.33893 0.3 -0.1 -0.1 0.322
H -0.60593 -1.44961 3.19928 -0.1 0.1 0.2 0.046
H -0.59853 -1.97683 4.90573 0.0 0.1 -0.1 0.610
H -0.55502 4.14881 4.98379 -0.2 -0.2 0.0 0.272
H -2.24744 3.84929 5.37894 0.1 0.0 0.1 0.552
H -1.00395 2.77792 6.03146 0.0 0.1 -0.2 0.249
H -1.93578 2.74489 1.79493 0.0 0.1 0.2 0.207
H -2.94954 3.72326 2.89557 0.1 0.0 0.0 0.496
H -1.26785 4.19850 2.57098 -0.2 -0.2 0.0 0.326
H -2.97128 0.91699 3.37040 0.0 0.1 0.2 0.279
H -2.57781 0.93321 5.11845 0.0 0.1 -0.3 0.237
H -3.58820 2.20203 4.42322 0.1 -0.1 0.0 0.700
H 2.39030 1.86226 5.46624 -0.1 0.2 -0.2 0.280
H 2.83066 3.49589 4.96490 -0.1 -0.1 0.1 0.537
H 1.22631 3.19763 5.64134 0.2 -0.1 -0.1 0.275
H 2.30364 1.64710 1.73708 0.1 0.0 0.1 0.117
H 3.46579 2.68215 2.61755 -0.1 -0.1 0.0 0.549
H 3.10841 1.05131 3.20501 -0.1 0.2 -0.1 0.300
H 0.82760 3.80462 1.89574 0.1 0.0 0.2 0.289
H 0.54571 4.54297 3.50123 0.2 -0.2 -0.2 0.304
H 2.17812 4.47825 2.83424 -0.2 -0.1 0.0 0.621


Record 2
143
Properties=species:S:1:pos:R:3:forces:R:3:mulliken_charge:R:1 method="wB97M-V/def2-TZVPD" lumo_energy_ev=0.4 fmax_ev_per_a=2.788 orbital_gap_ev=9.08 multiplicity=1 e_tot_ev=-73434.0614
C 17.37497 -6.00189 -25.70028 -0.9 -0.9 0.2 -1.771
C 18.46385 -4.98384 -25.89280 0.3 0.5 -0.7 2.344
C 19.76551 -5.40796 -25.26108 0.3 -0.3 0.7 -0.691
O 19.80443 -5.11055 -23.86742 -0.1 1.0 0.1 -0.349
C 19.65398 -6.13910 -22.92232 -0.1 -0.4 -0.5 -0.730
N 18.66484 -4.66951 -27.31173 0.0 -0.3 -1.2 -0.034
H 17.67727 -7.03556 -25.89172 0.3 0.1 -0.5 0.418
H 16.49222 -5.80610 -26.31006 0.1 0.2 -0.1 0.385
H 17.01277 -6.07850 -24.67212 0.2 0.5 0.2 0.414
H 18.13781 -4.05603 -25.42759 0.1 0.0 0.1 -1.469
H 20.60172 -4.89802 -25.74160 0.0 0.3 0.2 -0.152
H 19.91981 -6.47026 -25.48127 0.1 -0.2 0.3 0.556
H 19.94428 -5.81085 -21.92371 0.7 0.2 -0.3 0.229
H 20.26992 -6.94171 -23.33362 -0.2 -0.6 0.8 0.393
H 18.61811 -6.44577 -22.73898 -0.2 -0.2 -0.6 0.218
H 19.37944 -3.98890 -27.56580 0.0 0.6 1.2 -0.306
H 19.03467 -5.43174 -27.87433 -0.6 -0.7 0.4 0.360
C 13.48994 -2.69515 -32.00241 1.4 0.4 0.4 -0.596
C 12.23218 -2.98168 -31.23956 -0.3 0.0 -0.1 0.531
C 10.98762 -2.55500 -32.03576 -0.4 -0.1 -0.7 -1.141
O 10.96036 -1.17853 -32.42211 -0.4 -0.2 -0.8 -0.324
C 10.31479 -0.30145 -31.48890 1.4 -1.5 0.4 -0.691
N 12.25999 -4.43937 -30.95769 -0.9 0.5 0.4 -0.535
H 13.44348 -3.06871 -33.02690 -0.2 0.3 -0.1 0.403
H 14.33935 -3.21528 -31.55271 -0.2 -0.4 0.2 0.010
H 13.85271 -1.67172 -31.93298 -0.7 0.2 -0.4 -0.042
H 12.19939 -2.46493 -30.27715 0.3 0.2 0.0 0.243
H 10.01350 -2.82609 -31.61652 0.2 0.0 0.8 0.440
H 10.98295 -3.14981 -32.95444 0.3 0.2 -0.3 0.423
H 9.23303 -0.41722 -31.40841 0.0 -0.1 -0.3 0.270
H 10.60302 0.71543 -31.74180 -0.1 0.0 0.1 0.212
H 10.79455 -0.64973 -30.56994 -0.5 1.0 0.7 0.316
H 11.41114 -4.85603 -31.32760 0.0 -0.2 0.1 0.244
H 12.16866 -4.46719 -29.94889 0.0 -0.7 0.0 0.268
C 22.19194 2.65844 -31.15348 -0.5 0.2 0.9 -1.301
C 22.30551 1.31578 -31.84326 -0.2 -1.2 -0.2 0.900
C 20.90681 0.77732 -32.25656 0.2 1.5 -0.8 -0.950
O 20.05561 0.56362 -31.17286 0.5 -0.4 1.0 0.092
C 18.66382 0.39788 -31.45848 1.2 -0.3 0.5 -0.532
N 23.11984 1.47633 -33.02730 0.4 0.6 -1.4 -0.727
H 21.43984 2.63224 -30.36078 0.2 -0.4 0.3 0.142
H 21.80377 3.46997 -31.77087 0.4 -0.3 -0.6 0.379
H 23.13137 2.97588 -30.69999 0.1 0.0 -0.1 0.396
H 22.81005 0.54038 -31.25609 -0.4 0.2 0.9 0.164
H 20.95712 -0.09135 -32.91994 0.2 -0.2 0.1 0.223
H 20.52464 1.61019 -32.86072 -0.3 -0.1 -0.3 0.347
H 18.26186 -0.08963 -30.57006 -0.3 0.4 0.1 -0.348
H 18.56664 -0.34040 -32.25470 -0.5 0.8 -0.5 0.451
H 18.23979 1.38903 -31.61321 -0.5 -0.3 -0.4 0.446
H 24.05551 1.80889 -32.83777 -0.1 0.2 0.4 0.247
H 23.26817 0.68425 -33.63803 -0.5 -0.4 0.3 0.205
C 22.79665 -4.52608 -27.88366 -0.3 -0.4 0.4 -0.952
C 23.06187 -3.08385 -28.27645 -1.3 -0.1 -1.6 0.571
C 21.90289 -2.12805 -27.90738 -0.1 -0.3 0.6 -0.899
O 20.61629 -2.62124 -28.22054 -0.1 -1.0 0.1 -0.008
C 20.30226 -2.74579 -29.58542 -1.1 1.1 -1.1 -1.120
N 24.34197 -2.68518 -27.79272 0.8 0.2 0.6 -0.650
H 21.77520 -4.83363 -28.11250 -0.2 0.3 0.4 0.086
H 23.03018 -4.61248 -26.81869 -0.5 -0.2 0.2 0.291
H 23.36448 -5.32301 -28.36614 0.6 0.6 -0.3 0.334
H 23.02805 -3.05389 -29.37094 0.6 0.0 -0.1 0.118
H 22.01124 -1.15266 -28.39134 0.4 0.1 0.0 0.250
H 21.87658 -1.98407 -26.82419 0.1 0.1 0.1 0.222
H 19.85834 -1.79840 -29.91310 0.5 0.3 -0.2 0.362
H 19.45774 -3.40616 -29.79982 0.2 -0.6 0.7 0.226
H 21.08578 -3.01567 -30.29457 0.4 0.0 0.4 0.323
H 24.51527 -1.68788 -27.78082 -0.2 0.1 -0.3 0.254
H 24.41746 -2.98884 -26.82830 0.2 0.0 0.1 0.315
C 16.02401 -5.72011 -29.57980 0.1 -0.5 1.0 -0.817
C 15.55343 -7.21842 -29.42856 -1.0 1.3 -1.7 0.172
C 14.42826 -7.46476 -28.34447 2.6 -0.5 0.9 -0.198
O 13.83308 -8.74145 -28.36606 -0.4 -0.2 -1.2 -0.408
C 14.71323 -9.81194 -28.10853 -0.5 -0.2 0.4 -0.704
N 14.90146 -7.51110 -30.72201 0.5 0.2 -0.2 -0.619
H 15.20811 -5.02143 -29.38759 0.0 0.1 0.1 0.119
H 16.46608 -5.46501 -30.54288 -0.5 -0.6 -0.4 0.424
H 16.87085 -5.51704 -28.92175 -0.4 0.1 0.6 -0.201
H 16.51156 -7.73640 -29.38871 -0.4 -0.8 0.6 0.432
H 13.66193 -6.70126 -28.46167 -0.1 -0.1 0.0 0.211
H 14.88700 -7.44568 -27.34722 0.0 0.9 0.2 0.205
H 15.56352 -9.89564 -28.78761 0.1 0.3 0.0 0.289
H 14.14171 -10.73501 -28.20405 -0.1 0.1 -0.1 0.263
H 15.03702 -9.76031 -27.06447 0.4 0.0 0.0 0.292
H 14.61082 -8.47109 -30.84835 -0.1 0.0 0.3 0.305
H 14.08182 -6.91504 -30.71348 -0.2 -0.1 -0.5 0.232
C 18.53889 -1.57508 -24.91616 0.7 -0.2 0.4 -0.479
C 18.23993 -1.31718 -23.43592 -0.8 -0.5 1.0 0.489
C 17.65299 -2.55474 -22.71965 -1.0 -0.6 -1.8 -0.105
O 17.33928 -2.31094 -21.36049 0.2 -0.6 -0.2 -0.420
C 17.43131 -3.52980 -20.60863 0.9 0.5 -0.4 -0.725
N 19.40877 -0.96733 -22.66240 0.9 0.9 -0.9 -0.766
H 19.47257 -2.14506 -24.91625 -0.2 -0.4 -0.4 0.152
H 18.76171 -0.72766 -25.56551 -0.2 0.5 0.5 0.022
H 17.74611 -2.12796 -25.41855 0.0 -0.2 0.2 -0.030
H 17.48238 -0.53189 -23.35469 0.1 0.1 0.1 0.300
H 18.24758 -3.46513 -22.84349 0.9 0.4 0.3 -0.185
H 16.78739 -2.87821 -23.31950 -0.8 0.3 0.4 0.413
H 17.09045 -3.32159 -19.59808 -0.5 -0.3 -0.2 0.286
H 18.47609 -3.85000 -20.52384 0.3 0.3 0.0 0.269
H 16.98603 -4.36865 -21.14628 -0.8 0.1 0.3 0.319
H 20.13783 -1.60230 -22.96582 0.3 0.0 0.4 0.289
H 19.22589 -1.08455 -21.67602 0.0 -0.1 0.0 0.334
C 18.62665 1.39019 -27.72320 -0.4 -0.1 0.8 -0.055
C 17.53181 2.45603 -27.92790 1.5 -0.1 -1.2 0.608
C 16.35734 2.22966 -26.98241 -0.4 -0.1 -0.8 -0.984
O 15.55964 1.11693 -27.41424 0.3 0.0 1.1 -0.377
C 14.79869 0.55056 -26.34748 -1.1 -0.7 -1.0 -0.964
N 18.06031 3.82426 -27.77602 -1.1 -0.5 0.9 -0.696
H 19.38334 1.38282 -28.50647 0.1 0.2 0.1 -0.094
H 18.21495 0.37887 -27.66967 -0.2 0.0 -0.2 -0.628
H 19.05824 1.57176 -26.73472 0.4 0.0 -0.1 0.548
H 17.31365 2.34915 -28.99274 -1.0 0.1 0.1 0.198
H 15.67814 3.08329 -26.99982 0.3 0.3 0.3 0.265
H 16.71616 1.99278 -25.97760 0.1 0.4 0.1 0.419
H 15.27168 -0.29382 -25.84080 0.5 0.2 0.1 0.207
H 13.92943 0.12377 -26.85355 -0.1 -0.1 0.1 0.309
H 14.36286 1.22878 -25.61278 0.5 0.5 -0.1 0.442
H 18.46122 3.87861 -26.84920 0.4 0.5 -0.2 0.256
H 18.67757 4.16465 -28.49488 0.2 -0.4 0.0 0.260
C 18.10100 -2.96064 -33.92156 0.9 0.1 -1.5 0.369
O 18.23886 -3.42134 -35.04800 -0.2 -0.1 0.3 -0.741
N 16.93750 -2.80297 -33.26727 0.0 0.2 0.0 0.021
N 19.15841 -2.43601 -33.22796 0.4 0.0 0.4 0.051
H 16.11574 -3.17195 -33.71292 0.0 -0.2 0.4 0.178
H 17.06620 -2.64018 -32.27657 -1.2 -0.3 0.2 0.404
H 18.99726 -2.05659 -32.31148 0.3 -0.3 0.1 -0.193
H 20.09705 -2.61037 -33.53901 -0.2 0.0 -0.1 0.199
C 14.41475 0.62518 -32.79801 0.2 0.0 0.3 0.537
O 15.02188 1.17149 -31.89037 0.5 0.0 0.9 -0.586
N 13.13221 0.90909 -33.02940 -1.1 1.1 0.0 -0.409
N 14.95868 -0.32260 -33.56124 1.0 -0.5 -0.8 -0.233
H 12.76090 1.33521 -32.19521 -0.6 0.2 -0.5 0.161
H 12.56135 0.36840 -33.65525 -0.2 -0.1 0.4 0.222
H 15.68380 -0.84545 -33.09837 0.4 -0.1 -0.6 0.146
H 14.48494 -0.69490 -34.36483 0.0 -0.2 0.2 0.221
C 16.56967 -1.92400 -29.47059 -0.8 2.0 1.5 0.073
O 16.84374 -2.45199 -30.54327 0.4 -0.8 0.5 -0.654
N 15.74042 -0.84414 -29.39768 -0.3 -0.2 -1.3 0.335
N 16.99723 -2.25076 -28.21107 0.6 -1.2 -1.0 0.475
H 15.69369 -0.21536 -28.60539 0.1 -0.1 -0.2 0.106
H 15.44909 -0.48650 -30.29736 0.0 0.4 0.1 -0.006
H 16.96043 -1.57217 -27.47276 -0.1 -0.1 0.0 -0.266
H 17.54805 -3.09388 -28.11258 0.1 0.0 0.4 0.018